ORCA calculation (ωB97M-V/def2-TZVPD) on a molecular structure, C26H36AsCl2OP2V.

Geometry as XYZ:
```
69
Properties=species:S:1:pos:R:3:forces:R:3:nbo_charge:R:1
C 1.157 -0.053 -6.263 0.26 -0.01 0.11 -0.735
C 0.914 0.335 -4.830 1.85 0.33 0.30 0.591
H 2.238 -0.080 -6.433 -0.25 0.05 0.06 0.267
H 0.704 0.682 -6.941 -0.03 -0.18 0.22 0.281
H 0.728 -1.040 -6.473 -0.03 0.29 0.06 0.267
O 1.741 0.691 -4.025 -1.68 -0.54 -0.89 -0.529
Cl -0.811 0.202 -4.369 -0.17 -0.02 0.30 -0.092
V -0.729 0.123 0.033 -2.91 -1.14 -1.94 0.991
P -0.224 2.353 -0.207 0.49 3.04 0.19 0.952
C 0.919 3.403 0.718 0.48 -0.34 0.32 -0.940
C 0.065 2.759 -1.933 0.18 -0.74 -0.50 -0.952
H -0.009 3.846 -2.031 0.01 -0.04 0.08 0.298
H -1.786 4.133 -0.170 0.04 -0.08 0.00 0.299
H -0.669 2.270 -2.582 0.05 0.15 0.06 0.287
H -2.650 2.567 -0.307 0.08 0.30 0.03 0.276
H 1.953 3.142 0.459 -0.15 0.19 0.07 0.277
H 1.056 2.411 -2.244 -0.09 0.14 -0.03 0.298
C -1.836 3.101 0.191 -0.51 -0.62 0.23 -0.921
H 0.711 4.443 0.419 0.07 -0.35 0.04 0.296
H -2.014 3.101 1.273 0.11 0.07 -0.20 0.273
H 0.778 3.300 1.804 0.00 0.08 -0.37 0.279
P -0.001 -2.128 0.113 0.33 -3.06 0.20 0.909
C 1.227 -2.970 1.171 0.49 0.55 0.35 -0.916
C -1.511 -3.055 0.575 -0.50 0.55 0.11 -0.908
H -0.328 -2.367 -2.269 0.13 -0.17 0.01 0.272
H 0.285 -3.876 -1.506 0.00 0.25 0.07 0.293
H 1.393 -2.496 -1.804 -0.15 -0.11 -0.10 0.272
C 0.370 -2.782 -1.534 0.16 0.61 -0.39 -0.929
H -2.354 -2.712 -0.034 0.10 -0.29 0.12 0.267
H -1.313 -4.121 0.402 0.03 0.29 -0.03 0.285
H 1.087 -4.059 1.083 -0.15 0.39 -0.19 0.290
H 1.118 -2.683 2.226 -0.01 -0.10 -0.32 0.266
H -1.749 -2.885 1.632 0.06 -0.15 -0.26 0.268
H 2.240 -2.711 0.845 -0.17 -0.07 0.12 0.273
Cl -2.691 -0.098 -1.028 1.80 0.13 1.00 -0.237
C -0.921 3.702 5.733 0.18 0.10 0.20 -0.141
C 0.376 3.225 5.509 -0.21 -0.11 -0.34 -0.200
C 0.607 2.358 4.434 0.32 -0.25 -0.17 -0.158
C -0.469 1.887 3.668 -0.25 0.59 -0.33 -0.360
C -1.762 2.393 3.883 0.03 -0.01 0.04 -0.232
C -1.982 3.318 4.908 0.06 -0.17 -0.23 -0.171
As -0.212 0.422 2.355 0.40 0.57 3.86 0.934
C 1.636 -0.146 2.841 -0.14 -0.07 -0.57 -0.339
C 2.644 -0.009 1.874 -0.15 -0.22 0.29 -0.178
C 3.953 -0.375 2.183 0.05 -0.03 0.22 -0.206
C 4.260 -0.867 3.456 -0.25 -0.13 0.22 -0.149
C 3.258 -0.998 4.429 -0.29 0.08 -0.10 -0.160
C 1.939 -0.622 4.123 -0.01 -0.04 -0.02 -0.229
C -1.685 -0.752 3.035 0.58 0.12 -0.57 -0.312
C -1.421 -1.705 4.017 0.06 -0.29 -0.06 -0.176
C -2.467 -2.518 4.476 0.25 0.31 -0.04 -0.181
C -3.761 -2.335 3.974 -0.06 0.00 -0.06 -0.147
C -4.013 -1.351 3.011 0.04 -0.10 0.25 -0.171
C -2.969 -0.558 2.530 -0.23 -0.08 -0.26 -0.250
H -1.097 4.397 6.561 0.03 -0.28 -0.35 0.259
H 1.208 3.525 6.156 -0.39 -0.07 -0.35 0.259
H 1.627 2.036 4.190 -0.42 0.13 0.31 0.227
H -2.598 2.056 3.264 0.16 0.09 0.31 0.219
H -2.984 3.733 5.064 0.43 -0.23 -0.03 0.255
H 2.419 0.369 0.880 0.02 0.04 -0.05 0.189
H 4.745 -0.286 1.440 -0.23 0.04 0.14 0.255
H 5.280 -1.164 3.706 -0.29 0.13 -0.15 0.262
H 3.484 -1.395 5.433 -0.09 0.32 -0.67 0.264
H 1.160 -0.678 4.885 0.36 0.02 -0.13 0.238
H -0.411 -1.789 4.416 -0.39 -0.29 -0.04 0.223
H -2.272 -3.277 5.238 -0.07 0.32 -0.24 0.262
H -4.578 -2.965 4.348 0.37 0.33 -0.23 0.265
H -5.028 -1.196 2.648 0.23 -0.04 0.02 0.257
H -3.174 0.185 1.754 -0.02 -0.15 0.30 0.222
```
Forces are in eV/Å.

Values from the calculation:
* spin multiplicity: 2
* electronic energy: -159714.830 eV
* E_LUMO (alpha / beta): -12.40 / -11.63 eV
* HOMO (alpha / beta): -17.35 / -17.36 eV
* net charge: +3
* gap between HOMO and LUMO (alpha / beta): 0.182 / 0.211 hartree